No. 1
# C2H4O3S2

An isolated molecule of C2H4O3S2 at a distorted geometry (ωB97M-V/def2-TZVPD, the OMol25 dataset).

Summary:
Orbital gap ... 0.3296 Eh
Strongest force on any atom ... 0.02936 Eh/bohr
Relative energy (zero: lowest compared OMol25 entry of this formula, charge and spin) ... 167.0 kJ/mol

Each line ends with the Mulliken charge.
Element x y z (Å)
S 2.931 0.433 0.042  1.053
S 2.018 -1.636 -0.215  -0.110
O 2.539 1.132 -1.143  -0.548
O 2.162 0.667 1.228  -0.512
O 4.293 0.039 0.183  -0.516
C 0.562 -1.030 0.209  0.111
C -0.031 0.253 -0.156  -0.807
H -0.111 -1.730 0.701  0.335
H -0.367 0.776 0.743  0.277
H 0.643 0.894 -0.717  0.382
H -0.932 0.047 -0.743  0.333

No. 2
# C2H3Cl2NSSi

A cluster of 2 separate species, C2H3Cl2NSSi in total at a distorted geometry (ωB97M-V/def2-TZVPD, the OMol25 dataset).

Summary:
Orbital gap ... 0.3108 Eh
Strongest force on any atom ... 0.08473 Eh/bohr
Relative energy (zero: lowest compared OMol25 entry of this formula, charge and spin) ... 380.4 kJ/mol
Structure (SMILES) ... C=[Si](Cl)SC#N.Cl

Each line ends with the Mulliken charge.
Element x y z (Å)
Cl 3.575 0.026 -0.611  -0.202
Cl -2.158 -1.524 3.204  -0.256
S 1.181 1.050 -2.760  -0.207
Si 1.562 0.175 -0.778  0.597
N -1.590 1.175 -2.222  -0.417
C -0.440 1.059 -2.418  0.437
C 0.120 -0.333 0.179  -0.799
H -0.765 0.100 -0.199  0.332
H 0.319 -0.604 1.192  0.262
H -1.804 -1.125 4.413  0.252

No. 3
# C3H2FN4O4

The ion C3H2FN4O4 with charge +1 at a distorted geometry (ωB97M-V/def2-TZVPD, the OMol25 dataset).

Summary:
Orbital gap (spin up / spin down) ... 0.2798 / 0.2798 Eh
Strongest force on any atom ... 0.09763 Eh/bohr
Relative energy (zero: lowest compared OMol25 entry of this formula, charge and spin) ... 527.5 kJ/mol
Charge ... +1
Structure (SMILES) ... O=[N+]([O-])/C(=N\F)N/C=C1/O[N+]1=O

Each line ends with the Mulliken charge.
Element x y z (Å)
F -1.939 -0.137 1.904  -0.121
O -0.131 -3.267 0.406  -0.503
O -0.054 3.327 0.932  -0.308
O 1.349 2.908 -0.923  -0.256
O -2.151 -2.420 0.723  -0.441
N 0.486 -0.775 -0.565  -0.017
N 0.534 2.769 0.119  0.701
N -0.969 -2.401 0.518  0.904
N -0.890 0.034 1.024  -0.238
C 0.989 0.372 -1.016  -0.044
C -0.431 -0.944 0.358  0.422
C 0.870 1.594 -0.466  0.359
H 0.721 -1.525 -1.101  0.178
H 1.614 0.465 -1.913  0.365

Sequential E_tot output: -1100.6308; -1740.8100; -734.6409 a.u.